ORCA calculation (the ωB97M-V functional and the def2-TZVPD basis) on C36H48N3O18 as an isolated structure in a non-equilibrium geometry.

```
! wB97M-V def2-TZVPD RIJCOSX def2/J DEFGRID3
* xyz -1 1
C -0.074 -0.710 0.967
C 1.261 -0.302 0.471
O 1.811 -0.417 -0.640
N 2.154 0.460 1.549
H 1.381 1.025 1.893
H 2.243 -0.126 2.508
C 3.512 1.017 1.082
H -0.562 0.256 1.303
H -0.042 -1.304 1.762
H -0.505 -1.178 0.051
H 4.115 0.555 0.375
H 4.030 0.943 1.962
H 3.208 1.960 0.606
N 1.801 -0.302 4.767
O 2.879 -0.419 4.123
O 0.701 -0.200 4.101
O 1.928 0.154 5.963
N -0.617 2.981 2.558
O -0.982 3.417 3.696
O -1.485 2.450 1.841
O 0.548 2.470 2.569
C 0.019 2.717 -1.283
C -1.169 2.111 -1.863
C -0.831 1.066 -2.925
O -1.806 1.364 -0.809
H 0.288 3.354 -1.989
H 0.793 1.967 -0.942
H -0.066 3.570 -0.510
H -1.874 2.990 -2.105
H -1.778 0.490 -3.404
H -0.106 0.298 -2.256
H -0.181 1.479 -3.581
H -1.834 1.910 -0.018
C -4.266 -3.103 2.999
C -2.910 -3.489 2.630
C -2.657 -3.276 1.098
O -1.906 -2.844 3.373
H -4.354 -2.041 3.026
H -4.591 -3.417 3.995
H -4.697 -3.587 2.292
H -2.715 -4.694 2.882
H -3.412 -3.640 0.611
H -1.712 -3.581 0.803
H -2.642 -2.151 1.013
H -2.004 -2.971 4.320
C -3.799 1.504 1.070
C -3.663 0.321 0.187
C -5.071 -0.503 0.280
O -3.447 0.734 -1.065
H -4.041 1.282 1.999
H -4.507 2.304 0.707
H -3.031 2.148 1.151
H -2.832 -0.164 0.711
H -4.785 -1.515 -0.289
H -5.761 0.205 -0.372
H -5.192 -0.763 1.204
H -2.654 1.288 -1.169
C 2.195 3.700 -5.555
C 2.827 4.154 -4.225
C 3.112 2.989 -3.180
O 3.674 3.242 -2.149
C 2.702 1.747 -3.511
C 2.222 1.270 -4.802
C 1.767 2.301 -5.786
O 1.071 1.938 -6.702
H 2.074 4.340 -6.590
H 3.270 5.077 -4.071
H 2.701 0.968 -2.626
H 1.688 0.258 -4.831
C -2.571 -4.686 -2.028
C -1.115 -4.650 -1.643
C -0.518 -3.228 -1.778
O 0.718 -3.131 -1.666
C -1.385 -2.110 -2.227
C -2.789 -2.355 -2.372
C -3.430 -3.645 -2.504
O -4.608 -3.735 -2.720
H -3.017 -5.744 -2.006
H -0.464 -5.660 -1.441
H -1.111 -1.060 -2.629
H -3.430 -1.599 -2.681
C 5.406 5.432 0.640
C 4.979 6.504 -0.399
C 3.434 6.650 -0.569
O 2.921 7.604 -1.312
C 2.503 5.827 0.234
C 2.935 4.805 1.162
C 4.386 4.471 1.269
O 4.722 3.486 1.914
H 6.428 5.124 0.952
H 5.621 7.203 -0.958
H 1.380 6.005 0.154
H 2.047 4.084 1.595
C 1.993 -4.468 2.754
C 1.311 -5.791 2.998
C 0.541 -6.375 1.771
O -0.121 -7.419 1.937
C 0.529 -5.683 0.553
C 1.312 -4.393 0.328
C 2.066 -3.835 1.368
O 2.620 -2.786 1.271
H 2.551 -4.233 3.781
H 1.217 -6.234 3.960
H 0.130 -6.253 -0.338
H 1.391 -4.202 -0.614
*
```

---

ORCA calculation (the ωB97M-V functional and the def2-TZVPD basis) on a 2-piece molecular cluster, C36H48N6O9P overall in a non-equilibrium geometry.

```
! wB97M-V def2-TZVPD RIJCOSX def2/J DEFGRID3
* xyz 1 1
C 0.418 5.556 -1.969
C 0.059 4.519 -3.058
C -0.246 3.117 -2.495
C 0.488 1.980 -3.219
C -0.239 0.622 -3.142
N 0.197 -0.286 -2.066
C 0.184 0.296 -0.823
N -0.914 0.432 -0.121
C -0.897 1.112 1.185
C -1.728 0.446 2.264
C -1.185 -0.921 2.674
O -2.258 -1.821 2.946
C -1.826 -3.103 3.139
C -2.746 -4.135 2.566
O -0.819 -3.345 3.720
P -2.472 -0.179 -0.812
N -2.851 -1.508 0.142
O -3.520 0.998 -0.355
N 1.333 0.797 -0.265
C 2.575 0.159 -0.689
C 2.393 -1.274 -1.193
O 1.799 -2.112 -0.178
C 2.649 -2.783 0.687
O 2.859 -3.934 0.487
C 3.191 -2.080 1.866
C 2.711 -0.855 2.324
C 3.254 -0.282 3.461
C 4.263 -0.920 4.173
C 4.752 -2.141 3.721
C 4.212 -2.707 2.579
C 3.767 -1.777 -1.659
C 4.935 -1.039 -1.452
C 6.173 -1.491 -1.904
C 6.298 -2.699 -2.573
C 5.146 -3.460 -2.751
C 3.913 -3.008 -2.303
C 1.331 -1.232 -2.357
N 2.056 -0.940 -3.574
C 0.722 -2.647 -2.581
C -0.703 -2.798 -2.013
C -1.063 -4.254 -1.812
O -1.751 -4.583 -0.895
O -0.580 -5.179 -2.699
H 1.402 5.967 -2.179
H 0.481 5.104 -0.981
H -0.318 6.347 -1.895
H 0.800 4.491 -3.850
H -0.862 4.867 -3.521
H -0.005 3.087 -1.428
H -1.317 2.935 -2.564
H 1.535 1.908 -2.924
H 0.499 2.240 -4.279
H -1.276 0.869 -2.923
H -0.270 0.119 -4.099
H -1.314 2.107 1.025
H 0.103 1.238 1.584
H -2.794 0.439 2.047
H -1.603 1.091 3.131
H -0.610 -0.807 3.591
H -0.488 -1.330 1.939
H -3.617 -3.649 2.140
H -2.230 -4.706 1.804
H -3.074 -4.763 3.389
H -3.625 -1.320 0.775
H -3.094 -2.299 -0.444
H -4.246 0.946 -0.989
H 1.379 1.806 -0.346
H 3.014 0.732 -1.509
H 3.302 0.209 0.110
H 1.908 -0.354 1.802
H 2.907 0.676 3.820
H 4.675 -0.487 5.071
H 5.524 -2.666 4.259
H 4.564 -3.667 2.235
H 4.946 -0.093 -0.936
H 7.053 -0.885 -1.751
H 7.262 -3.021 -2.934
H 5.205 -4.420 -3.241
H 3.078 -3.662 -2.477
H 2.434 -0.002 -3.603
H 1.516 -1.151 -4.397
H 1.316 -3.411 -2.100
H 0.673 -2.882 -3.642
H -1.436 -2.295 -2.636
H -0.675 -2.408 -1.003
H 0.229 -5.543 -2.314
C -7.254 3.196 2.888
C -6.044 2.512 2.856
C -4.861 3.211 2.686
C -4.905 4.585 2.556
C -6.098 5.283 2.579
C -7.279 4.578 2.746
N -3.638 5.316 2.396
O -2.611 4.659 2.350
O -3.687 6.522 2.311
H -8.178 2.651 3.026
H -6.025 1.437 2.967
H -3.920 2.683 2.661
H -6.112 6.357 2.472
H -8.221 5.108 2.770
*
```

---

Number 1: gap between HOMO and LUMO 0.1757 Ha, electronic energy -2917.98335 hartree. Number 2: gap between HOMO and LUMO 0.3156 Ha, electronic energy -2747.37344 hartree.